1.
Density functional theory data (ωB97M-V with the def2-TZVPD basis set) for an isolated ion of composition C4H3O2S and charge -1.

ORCA input file:
```
! wB97M-V def2-TZVPD RIJCOSX def2/J DEFGRID3
* xyz -1 1
C 0.39662 -1.15812 -0.60226
C -1.37533 0.12944 0.60655
C -0.07983 -0.05883 -0.08615
C 1.04798 1.08708 0.01315
O 1.37293 1.51155 1.10345
O 1.52217 1.21027 -1.13078
S -2.88625 0.14737 -0.06304
H 1.35051 -1.31814 -1.19910
H -0.10704 -1.99755 -0.21707
H -1.24174 0.44693 1.57525
*
```

Gap between HOMO and LUMO: 0.2751 hartree
Relative energy (zero: lowest compared OMol25 entry of this formula, charge and spin): 11.1 kcal/mol
SMILES: C=C(C=S)C(=O)[O-]
E_HOMO: -4.26 eV

So, what does the Mulliken scheme give us? The charges, in e, come out as: number 1, C, carries -0.684; number 2, C, carries -0.471; number 3, C, carries 0.419; number 4, C, carries 0.511; number 5, O, carries -0.667; number 6, O, carries -0.687; number 7, S, carries -0.303; number 8, H, carries 0.276; number 9, H, carries 0.256; number 10, H, carries 0.351

=====

2.
Density functional theory data (ωB97M-V with the def2-TZVPD basis set) for a 2-piece molecular cluster, CF3NO2 overall.

ORCA input file:
```
! wB97M-V def2-TZVPD RIJCOSX def2/J DEFGRID3
* xyz 0 1
C -0.49133 -0.14455 0.81910
N 0.84105 0.23110 -1.15798
O 1.69215 0.99158 -0.98195
O 0.26480 -0.35188 -1.99276
F -0.19716 -1.31147 1.43525
F -1.62846 -0.27319 0.15653
F -0.48104 0.85841 1.72180
*
```

Gap between HOMO and LUMO (alpha / beta): 0.3405 / 0.3395 hartree
Relative energy (zero: lowest compared OMol25 entry of this formula, charge and spin): 51.2 kcal/mol
E_HOMO (alpha / beta): -10.02 / -10.21 eV

So, what does the Mulliken scheme give us? The charges, in e, come out as: number 1, C, carries 0.582; number 2, N, carries 0.734; number 3, O, carries -0.400; number 4, O, carries -0.379; number 5, F, carries -0.196; number 6, F, carries -0.171; number 7, F, carries -0.171

=====

3.
Density functional theory data (ωB97M-V with the def2-TZVPD basis set) for a 5-piece molecular cluster, C24H36N4PSi overall.

ORCA input file:
```
! wB97M-V def2-TZVPD RIJCOSX def2/J DEFGRID3
* xyz -1 1
C 0.94613 -5.12461 -5.14639
P 0.98930 -6.60648 -3.91936
Si 2.25421 -5.39056 -2.35121
C 1.22973 -4.05847 -1.47362
C 3.76143 -4.52212 -3.12059
C 2.92872 -6.53958 -0.99005
H 1.82543 -5.15408 -5.80001
H 0.03895 -5.22434 -5.75286
H 0.91529 -4.16303 -4.62134
H 2.27810 -7.12723 -4.51567
H 0.98723 -7.76006 -2.97426
H -0.29090 -6.09161 -3.30832
H 0.21262 -7.42680 -4.88235
H 0.37586 -4.53674 -0.98392
H 0.81248 -3.35075 -2.19366
H 1.77153 -3.48421 -0.71473
H 3.42807 -3.75091 -3.82009
H 4.42056 -4.05118 -2.38350
H 4.34816 -5.24946 -3.68973
H 3.92744 -6.91006 -1.23857
H 2.98614 -6.05071 -0.01270
H 2.26773 -7.40692 -0.90186
N -0.66406 -0.92377 -0.89384
C 0.15098 0.06289 -0.53495
C -0.28930 1.30360 -0.09212
C -1.65515 1.52786 -0.02275
C -2.51691 0.50989 -0.39622
C -1.97215 -0.69364 -0.82368
H 1.21296 -0.15293 -0.60307
H 0.41152 2.08463 0.17068
H -2.04549 2.47879 0.31902
H -3.58761 0.64954 -0.34100
H -2.61447 -1.51577 -1.12175
N 0.58160 3.48612 4.12664
C 0.54718 2.48575 3.24751
C 1.60839 1.62025 3.02309
C 2.77266 1.80145 3.75039
C 2.82410 2.83825 4.66918
C 1.70730 3.64687 4.81950
H -0.37084 2.36676 2.68184
H 1.51243 0.83017 2.29042
H 3.62292 1.14817 3.60289
H 3.71079 3.02161 5.26117
H 1.71829 4.46522 5.53179
N 0.93223 4.52408 -0.32205
C 1.16220 5.13900 0.83608
C 1.87752 6.32330 0.94162
C 2.36275 6.90634 -0.21768
C 2.11783 6.28100 -1.42975
C 1.40326 5.09143 -1.42900
H 0.75683 4.65337 1.71629
H 2.04132 6.77213 1.91208
H 2.92332 7.83178 -0.17823
H 2.47821 6.69748 -2.36071
H 1.20819 4.56548 -2.35709
N -4.92906 1.84716 1.70399
C -5.73761 0.82141 1.95464
C -6.86652 0.91474 2.75633
C -7.17028 2.13862 3.32934
C -6.33375 3.21429 3.07826
C -5.22970 3.01704 2.26151
H -5.46810 -0.12384 1.49550
H -7.48617 0.04434 2.92401
H -8.04172 2.25177 3.96157
H -6.52630 4.18919 3.50539
H -4.55381 3.83805 2.04797
*
```

Gap between HOMO and LUMO: 0.1515 hartree
E_HOMO: -2.14 eV

So, what does the Mulliken scheme give us? The charges, in e, come out as: number 1, C, carries -1.340; number 2, P, carries -0.236; number 3, Si, carries 0.103; number 4, C, carries -0.961; number 5, C, carries -1.074; number 6, C, carries -1.184; number 7, H, carries 0.235; number 8, H, carries 0.433; number 9, H, carries 0.302; number 10, H, carries -0.068; number 11, H, carries 0.044; number 12, H, carries -0.046; number 13, H, carries 0.045; number 14, H, carries 0.348; number 15, H, carries 0.220; number 16, H, carries 0.312; number 17, H, carries 0.303; number 18, H, carries 0.313; number 19, H, carries 0.315; number 20, H, carries 0.299; number 21, H, carries 0.319; number 22, H, carries 0.316; number 23, N, carries -0.280; number 24, C, carries -0.631; number 25, C, carries -0.282; number 26, C, carries -0.182; number 27, C, carries -0.509; number 28, C, carries -0.466; number 29, H, carries 0.380; number 30, H, carries 0.696; number 31, H, carries 0.492; number 32, H, carries 0.422; number 33, H, carries 0.344; number 34, N, carries -0.551; number 35, C, carries -0.354; number 36, C, carries -0.175; number 37, C, carries -0.483; number 38, C, carries -0.255; number 39, C, carries -0.320; number 40, H, carries 0.593; number 41, H, carries 0.432; number 42, H, carries 0.395; number 43, H, carries 0.372; number 44, H, carries 0.373; number 45, N, carries -0.179; number 46, C, carries -0.015; number 47, C, carries -0.699; number 48, C, carries -0.205; number 49, C, carries -0.484; number 50, C, carries -0.237; number 51, H, carries 0.333; number 52, H, carries 0.375; number 53, H, carries 0.368; number 54, H, carries 0.360; number 55, H, carries 0.370; number 56, N, carries -0.196; number 57, C, carries -0.049; number 58, C, carries -0.655; number 59, C, carries -0.159; number 60, C, carries -0.608; number 61, C, carries -0.098; number 62, H, carries 0.351; number 63, H, carries 0.353; number 64, H, carries 0.361; number 65, H, carries 0.351; number 66, H, carries 0.359

=====

4.
Density functional theory data (ωB97M-V with the def2-TZVPD basis set) for C34H31P2ReS2Se as an isolated structure.

ORCA input file:
```
! wB97M-V def2-TZVPD RIJCOSX def2/J DEFGRID3
* xyz 1 2
Re 0.32269 1.17457 -0.03429
S 2.53496 0.41708 0.22450
P 1.81375 -0.10535 2.08735
C 0.18023 0.28944 1.75682
P -1.17146 1.13110 2.37832
S -1.85911 1.77401 0.52347
C -2.37360 0.12568 3.24900
C -1.98789 -1.10679 3.76614
C -2.90092 -1.87318 4.47667
C -4.19598 -1.41050 4.65695
C -4.58204 -0.18096 4.13551
C -3.67303 0.59133 3.43477
C -0.79881 2.53017 3.44313
C -0.28825 3.70911 2.90010
C 0.08239 4.74796 3.73603
C -0.04418 4.61413 5.11170
C -0.55307 3.44260 5.65599
C -0.93734 2.40131 4.82565
C 2.57158 0.81898 3.42590
C 3.27311 1.99700 3.19447
C 3.72707 2.74909 4.26759
C 3.47673 2.32767 5.56509
C 2.77802 1.14916 5.79815
C 2.32715 0.39088 4.73206
C 2.08295 -1.84939 2.40103
C 1.07506 -2.77394 2.14059
C 1.31067 -4.12408 2.35211
C 2.54986 -4.54726 2.81040
C 3.56136 -3.62593 3.05468
C 3.33108 -2.27682 2.85274
H -0.97649 -1.46690 3.62040
H -2.60166 -2.83016 4.88312
H -4.91191 -2.00970 5.20396
H -5.59447 0.17336 4.27655
H -3.97740 1.55171 3.03309
H -0.19573 3.82455 1.82681
H 0.46173 5.66652 3.30515
H 0.24396 5.43004 5.76182
H -0.66074 3.33959 6.72758
H -1.33880 1.49442 5.26074
H 3.46580 2.32367 2.17990
H 4.27950 3.66204 4.08870
H 3.83418 2.91498 6.40088
H 2.59169 0.81873 6.81146
H 1.79046 -0.53350 4.91603
H 0.12246 -2.43932 1.74831
H 0.52885 -4.84431 2.15103
H 2.73331 -5.60119 2.97319
H 4.52848 -3.96092 3.40466
H 4.11852 -1.55945 3.05479
C -1.07566 8.23393 1.27982
C -0.60627 6.97476 0.60742
C 0.71267 6.55200 0.71457
C 1.16072 5.38476 0.10705
C 2.58816 4.95017 0.28007
C 0.24179 4.63788 -0.63952
Se 0.87718 3.00689 -1.46024
C -1.08707 5.03715 -0.78733
C -2.09741 4.29687 -1.61681
C -1.48426 6.20658 -0.14518
H -0.28776 8.67608 1.88811
H -1.93398 8.03602 1.92335
H -1.38577 8.97591 0.54219
H 1.41756 7.14619 1.28674
H 3.12765 5.65109 0.91592
H 3.10574 4.89142 -0.68015
H 2.64254 3.95569 0.73134
H -1.78599 3.28113 -1.85563
H -2.26053 4.81953 -2.56157
H -3.05454 4.25017 -1.09711
H -2.51670 6.52596 -0.24423
*
```

Gap between HOMO and LUMO (alpha / beta): 0.2367 / 0.2373 hartree
Relative energy (zero: lowest compared OMol25 entry of this formula, charge and spin): 0.0 kcal/mol
Expectation value of S²: 0.7892
E_HOMO (alpha / beta): -10.75 / -10.78 eV

So, what does the Mulliken scheme give us? The charges, in e, come out as: number 1, Re, carries 0.362; number 2, S, carries -0.448; number 3, P, carries 0.887; number 4, C, carries 0.042; number 5, P, carries 1.068; number 6, S, carries -0.469; number 7, C, carries 0.270; number 8, C, carries -0.031; number 9, C, carries -0.832; number 10, C, carries -0.474; number 11, C, carries -0.747; number 12, C, carries -0.311; number 13, C, carries 0.368; number 14, C, carries 0.474; number 15, C, carries -0.327; number 16, C, carries -0.883; number 17, C, carries -0.788; number 18, C, carries -0.486; number 19, C, carries 0.412; number 20, C, carries -0.271; number 21, C, carries -0.683; number 22, C, carries -0.487; number 23, C, carries -0.785; number 24, C, carries -0.245; number 25, C, carries 0.472; number 26, C, carries -0.272; number 27, C, carries -0.809; number 28, C, carries -0.458; number 29, C, carries -0.672; number 30, C, carries -0.534; number 31, H, carries 0.230; number 32, H, carries 0.451; number 33, H, carries 0.398; number 34, H, carries 0.410; number 35, H, carries 0.398; number 36, H, carries -0.245; number 37, H, carries 0.501; number 38, H, carries 0.432; number 39, H, carries 0.448; number 40, H, carries 0.425; number 41, H, carries 0.262; number 42, H, carries 0.467; number 43, H, carries 0.433; number 44, H, carries 0.450; number 45, H, carries 0.426; number 46, H, carries 0.495; number 47, H, carries 0.434; number 48, H, carries 0.400; number 49, H, carries 0.414; number 50, H, carries 0.422; number 51, C, carries -1.738; number 52, C, carries 0.769; number 53, C, carries -0.836; number 54, C, carries 1.023; number 55, C, carries -1.750; number 56, C, carries 0.109; number 57, Se, carries -0.150; number 58, C, carries 1.092; number 59, C, carries -1.927; number 60, C, carries -0.763; number 61, H, carries 0.347; number 62, H, carries 0.368; number 63, H, carries 0.421; number 64, H, carries 0.400; number 65, H, carries 0.433; number 66, H, carries 0.422; number 67, H, carries 0.132; number 68, H, carries 0.394; number 69, H, carries 0.400; number 70, H, carries 0.392; number 71, H, carries 0.466

=====

| no. | calculated total energy (hartree) |
| --- | --- |
| 1 | -702.8929 |
| 2 | -542.7571 |
| 3 | -1785.8621 |
| 4 | -5272.8222 |